(1)
C24H36Cl34F9N2O3PSi2 as an isolated structure. Source: the OMol25 dataset; level of theory: the ωB97M-V functional and the def2-TZVPD basis.

Computed properties:
* energy: -509864.634 eV
* gap between HOMO and LUMO: 8.72 eV
* M: 1864.093 g mol⁻¹
* highest occupied orbital energy: -8.526 eV
* LUMO level: 0.190 eV

Element x y z (Å)
1 C 6.948 -1.537 4.882
2 C 6.878 -0.340 3.943
3 N 7.258 -0.682 2.550
4 Si 6.606 0.329 1.267
5 C 7.958 1.128 0.250
6 C 7.463 2.422 -0.381
7 O 7.184 3.352 0.660
8 C 7.372 4.692 0.349
9 C 6.345 5.320 -0.601
10 F 6.418 6.669 -0.448
11 F 6.730 5.042 -1.876
12 C 4.830 4.917 -0.528
13 F 4.303 5.136 -1.751
14 F 4.699 3.603 -0.254
15 C 3.889 5.692 0.448
16 F 3.883 6.998 0.138
17 F 2.645 5.207 0.192
18 C 4.131 5.487 1.969
19 F 5.287 4.811 2.172
20 F 4.241 6.686 2.577
21 O 5.729 -0.608 0.231
22 Si 5.157 -2.107 0.577
23 F 4.157 -2.466 -0.626
24 C 4.261 -2.189 2.207
25 C 2.989 -3.054 2.234
26 C 1.824 -2.463 1.450
27 C 0.505 -3.173 1.746
28 N -0.588 -2.757 0.873
29 P 6.893 -3.598 0.328
30 O 7.385 -3.824 1.877
31 Cl 5.616 -5.220 0.039
32 H 6.436 -2.403 4.460
33 H 7.978 -1.822 5.099
34 H 6.448 -1.310 5.825
35 H 7.540 0.441 4.326
36 H 5.866 0.068 3.943
37 H 8.268 -0.589 2.485
38 H 5.723 1.340 1.883
39 H 8.216 0.438 -0.559
40 H 8.844 1.337 0.854
41 H 8.198 2.844 -1.075
42 H 6.549 2.234 -0.956
43 H 8.334 4.858 -0.153
44 H 7.373 5.261 1.276
45 H 3.297 4.948 2.417
46 H 4.032 -1.187 2.586
47 H 4.978 -2.610 2.920
48 H 3.207 -4.068 1.887
49 H 2.670 -3.150 3.278
50 H 1.719 -1.397 1.687
51 H 2.005 -2.535 0.375
52 H 0.682 -4.245 1.599
53 H 0.219 -3.026 2.788
54 H -0.252 -2.336 0.019
55 H -1.239 -2.134 1.325
56 H 7.039 -3.164 2.491
57 C -0.590 4.852 2.781
58 Cl -0.239 3.251 2.135
59 Cl -1.439 4.752 4.317
60 Cl 0.895 5.802 2.944
61 H -1.217 5.375 2.072
62 C -2.639 -0.866 -2.101
63 Cl -2.807 0.872 -1.876
64 Cl -0.940 -1.306 -2.277
65 Cl -3.394 -1.750 -0.776
66 H -3.145 -1.145 -3.017
67 C -0.578 8.815 0.874
68 Cl -1.747 7.499 0.672
69 Cl -0.883 10.096 -0.292
70 Cl -0.612 9.428 2.524
71 H 0.407 8.408 0.684
72 C -2.025 -5.875 3.661
73 Cl -2.334 -4.143 3.775
74 Cl -0.298 -6.221 3.595
75 Cl -2.784 -6.732 5.004
76 H -2.471 -6.231 2.742
77 C -5.520 -2.987 -4.622
78 Cl -5.859 -1.398 -3.930
79 Cl -5.708 -2.955 -6.383
80 Cl -3.916 -3.567 -4.163
81 H -6.245 -3.679 -4.220
82 C -9.799 -3.346 -3.046
83 Cl -10.266 -4.849 -2.266
84 Cl -9.119 -2.210 -1.883
85 Cl -8.653 -3.646 -4.363
86 H -10.683 -2.897 -3.480
87 C -2.737 -0.658 -6.174
88 Cl -3.058 0.938 -5.499
89 Cl -2.907 -0.653 -7.923
90 Cl -1.146 -1.243 -5.691
91 H -3.475 -1.341 -5.773
92 C -12.841 -7.668 -0.341
93 Cl -13.136 -6.056 0.301
94 Cl -13.021 -7.691 -2.095
95 Cl -11.240 -8.252 0.124
96 H -13.577 -8.339 0.081
97 C -6.088 2.936 -0.258
98 Cl -6.127 1.472 -1.236
99 Cl -7.266 2.852 1.052
100 Cl -4.470 3.239 0.372
101 H -6.358 3.768 -0.895
102 C -3.203 2.793 -9.972
103 Cl -3.363 1.258 -10.829
104 Cl -4.681 3.171 -9.087
105 Cl -1.807 2.786 -8.900
106 H -3.048 3.566 -10.712
107 C -10.913 -4.273 3.490
108 Cl -10.915 -3.090 2.180
109 Cl -12.442 -4.241 4.369
110 Cl -10.577 -5.886 2.869
111 H -10.125 -4.004 4.181

=====

(2)
C29H28N3O7Pb as an isolated structure in a non-equilibrium geometry. Source: the OMol25 dataset; level of theory: the ωB97M-V functional and the def2-TZVPD basis.

Computed properties:
* energy: -54570.462 eV
* gap between HOMO and LUMO (alpha / beta): 3.75 / 3.75 eV
* M: 737.757 g mol⁻¹
* net charge: -1
* highest occupied orbital energy (alpha / beta): -3.431 / -3.430 eV
* LUMO level (alpha / beta): 0.319 / 0.318 eV

Element x y z (Å)
1 C 2.382 -0.120 0.862
2 C 2.482 -0.894 -0.327
3 C 2.147 -0.054 -1.426
4 H 2.753 -1.944 -0.397
5 C 1.864 1.238 -0.917
6 C 1.984 1.195 0.494
7 H 1.635 2.128 -1.505
8 C -1.207 -2.183 1.499
9 C -0.093 -2.847 0.913
10 C -0.235 -2.772 -0.503
11 H 0.731 -3.306 1.446
12 C -1.404 -2.037 -0.787
13 C -1.999 -1.658 0.453
14 H 2.147 -0.330 -2.477
15 H 1.857 2.044 1.164
16 H 2.564 -0.455 1.879
17 H -2.919 -1.057 0.565
18 H 0.443 -3.168 -1.256
19 H -1.467 -2.123 2.560
20 Pb -1.301 1.803 0.596
21 C -1.877 -1.538 -2.125
22 C -3.382 -1.830 -2.241
23 C -1.099 -2.167 -3.277
24 H -3.540 -2.905 -2.071
25 H -3.753 -1.607 -3.247
26 H -3.989 -1.287 -1.507
27 H -1.149 -3.262 -3.202
28 H -0.047 -1.848 -3.253
29 H -1.534 -1.860 -4.236
30 C -1.522 -0.023 -2.020
31 C -2.139 0.999 -2.962
32 H -0.421 0.120 -2.012
33 H -1.966 0.285 -1.053
34 O -3.166 1.595 -2.611
35 N -1.363 1.250 -4.104
36 C -0.235 2.180 -3.921
37 H -1.923 1.509 -4.919
38 C 1.075 1.658 -4.436
39 C 2.221 2.417 -4.168
40 H 2.094 3.394 -3.691
41 C 3.483 1.907 -4.457
42 H 4.363 2.497 -4.196
43 C 3.599 0.650 -5.065
44 H 4.590 0.241 -5.266
45 C 2.450 -0.067 -5.425
46 H 2.540 -1.026 -5.938
47 C 1.175 0.445 -5.125
48 H 0.265 -0.097 -5.397
49 H -0.122 2.426 -2.849
50 H -0.467 3.127 -4.434
51 O -1.992 1.684 2.772
52 C -0.948 1.005 3.134
53 O -0.127 0.603 2.230
54 C -0.629 0.710 4.559
55 C 0.265 -0.309 4.949
56 C 0.497 -0.550 6.327
57 C -0.081 0.274 7.309
58 C -0.907 1.334 6.898
59 C -1.179 1.546 5.538
60 N -1.516 2.250 7.846
61 O -1.346 2.088 9.072
62 O -2.204 3.190 7.375
63 N 1.310 -1.688 6.739
64 O 1.807 -2.413 5.844
65 O 1.479 -1.906 7.960
66 H 0.770 -0.928 4.211
67 H 0.101 0.100 8.367
68 H -1.825 2.363 5.242

=====

(3)
A 2-piece molecular cluster, H4OP2S overall in a non-equilibrium geometry. Source: the OMol25 dataset; level of theory: the ωB97M-V functional and the def2-TZVPD basis.

Computed properties:
* energy: -31524.286 eV
* structure (SMILES): O=P(P)=S.[H][H]
* ΔE to the lowest compared entry with this formula, charge and spin: 1.029 eV
* gap between HOMO and LUMO: 8.98 eV
* M: 114.046 g mol⁻¹
* highest occupied orbital energy: -9.861 eV
* LUMO level: -0.882 eV

Element x y z (Å)
1 O 1.418 -0.290 1.716
2 P 1.241 -0.032 0.322
3 P 0.090 -1.487 -0.722
4 S 2.278 1.216 -0.728
5 H -0.670 -0.561 -1.295
6 H -0.864 -1.486 0.275
7 H -1.476 1.117 0.346
8 H -2.017 1.523 0.086

=====

(4)
A 4-piece molecular cluster, C34H64BBrFNO17S overall. Source: the OMol25 dataset; level of theory: the ωB97M-V functional and the def2-TZVPD basis.

Computed properties:
* energy: -156866.998 eV
* structure (SMILES): CCB(O)[C@H]1[C@](CCCCOC(C)=O)(CCC(N)=O)OS(=O)(=O)[C@@H](C[C@H](C)Br)[C@]1(CCCOC)C[C@@H](C)F.COC(=O)OC.COC(=O)OC.COC(=O)OC
* gap between HOMO and LUMO: 10.07 eV
* M: 900.657 g mol⁻¹
* highest occupied orbital energy: -9.940 eV
* LUMO level: 0.134 eV

Element x y z (Å)
1 C -0.322 -2.617 -1.497
2 C -0.080 -1.154 -1.925
3 B -0.423 0.013 -0.905
4 O -1.319 0.955 -1.360
5 C 0.143 0.396 0.555
6 C -0.630 -0.182 1.793
7 C -1.626 -1.333 1.548
8 C -3.129 -1.078 1.378
9 C -3.575 -0.664 -0.025
10 C -4.876 -1.301 -0.458
11 O -5.031 -1.212 -1.892
12 C -4.520 -0.098 -2.465
13 C -5.273 1.180 -2.246
14 O -3.525 -0.161 -3.140
15 C -1.253 0.946 2.627
16 C -2.140 1.902 1.819
17 C -1.758 3.351 2.044
18 N -1.715 4.156 0.903
19 O -1.488 3.791 3.137
20 O 0.338 -0.745 2.780
21 S 1.426 -1.788 2.333
22 O 2.227 -2.031 3.493
23 O 0.803 -2.902 1.674
24 C 2.400 -0.864 1.147
25 C 2.883 -1.794 0.024
26 C 4.359 -1.592 -0.326
27 C 4.716 -2.228 -1.672
28 Br 5.433 -2.419 1.090
29 C 1.705 0.468 0.732
30 C 2.321 0.995 -0.571
31 C 1.804 2.353 -1.068
32 C 2.844 3.120 -1.897
33 O 3.729 2.217 -2.528
34 C 5.022 2.710 -2.795
35 C 2.024 1.483 1.862
36 C 3.495 1.888 2.007
37 C 3.844 3.308 1.572
38 F 3.810 1.774 3.381
39 H -0.151 -3.265 -2.361
40 H 0.335 -2.961 -0.704
41 H -1.364 -2.783 -1.218
42 H -0.682 -1.009 -2.829
43 H 0.946 -1.078 -2.294
44 H -1.830 0.619 -2.114
45 H -0.069 1.468 0.584
46 H -1.293 -1.973 0.735
47 H -1.552 -1.972 2.428
48 H -3.545 -0.413 2.137
49 H -3.594 -2.045 1.592
50 H -2.832 -1.062 -0.717
51 H -3.624 0.421 -0.100
52 H -4.845 -2.366 -0.226
53 H -5.748 -0.891 0.062
54 H -5.844 1.376 -3.154
55 H -5.978 1.079 -1.423
56 H -4.553 1.971 -2.057
57 H -0.430 1.488 3.088
58 H -1.813 0.500 3.448
59 H -2.070 1.701 0.753
60 H -3.185 1.827 2.124
61 H -2.027 3.670 0.072
62 H -2.251 5.009 1.007
63 H 3.281 -0.594 1.728
64 H 2.774 -2.826 0.358
65 H 2.290 -1.710 -0.880
66 H 4.634 -0.542 -0.304
67 H 5.478 -1.650 -2.190
68 H 3.827 -2.336 -2.292
69 H 5.124 -3.224 -1.515
70 H 3.407 1.043 -0.486
71 H 2.167 0.300 -1.392
72 H 0.938 2.182 -1.710
73 H 1.455 3.010 -0.270
74 H 3.383 3.839 -1.273
75 H 2.315 3.705 -2.658
76 H 5.150 2.924 -3.860
77 H 5.759 1.956 -2.510
78 H 5.238 3.624 -2.238
79 H 1.425 2.388 1.744
80 H 1.750 1.070 2.830
81 H 4.165 1.176 1.521
82 H 2.963 3.894 1.317
83 H 4.547 3.291 0.740
84 H 4.348 3.804 2.400
85 C -9.759 -0.507 1.501
86 O -10.054 0.840 1.883
87 C -9.022 1.674 1.805
88 O -7.908 1.385 1.449
89 O -9.429 2.880 2.188
90 C -8.412 3.886 2.160
91 H -10.688 -1.057 1.617
92 H -9.431 -0.548 0.465
93 H -8.994 -0.930 2.149
94 H -8.029 4.015 1.149
95 H -7.598 3.626 2.834
96 H -8.891 4.800 2.494
97 C 9.213 -1.510 1.097
98 O 9.945 -0.431 0.502
99 C 9.185 0.513 -0.043
100 O 7.982 0.522 -0.087
101 O 9.986 1.455 -0.543
102 C 9.298 2.542 -1.164
103 H 9.954 -2.201 1.484
104 H 8.586 -1.146 1.908
105 H 8.595 -2.008 0.352
106 H 8.657 3.051 -0.447
107 H 8.702 2.188 -2.004
108 H 10.069 3.219 -1.517
109 C -4.482 -4.278 -2.952
110 O -3.219 -4.952 -2.938
111 C -2.757 -5.172 -1.710
112 O -3.301 -4.844 -0.685
113 O -1.580 -5.784 -1.800
114 C -0.951 -6.042 -0.539
115 H -4.730 -4.104 -3.995
116 H -5.255 -4.887 -2.486
117 H -4.398 -3.327 -2.439
118 H -1.574 -6.691 0.074
119 H -0.755 -5.111 -0.010
120 H -0.014 -6.539 -0.772